(1)
{
  "formula": "C23H53BrN4O10S",
  "method": "ωB97M-V/def2-TZVPD",
  "charge": 0,
  "orbital_gap_ev": 9.300,
  "e_tot_ha": -4851.565035,
  "elements": ["Br", "S", "O", "O", "O", "O", "O", "O", "O", "O", "O", "O", "N", "N", "N", "N", "C", "C", "C", "C", "C", "C", "C", "C", "C", "C", "C", "C", "C", "C", "C", "C", "C", "C", "C", "C", "C", "C", "C", "H", "H", "H", "H", "H", "H", "H", "H", "H", "H", "H", "H", "H", "H", "H", "H", "H", "H", "H", "H", "H", "H", "H", "H", "H", "H", "H", "H", "H", "H", "H", "H", "H", "H", "H", "H", "H", "H", "H", "H", "H", "H", "H", "H", "H", "H", "H", "H", "H", "H", "H", "H", "H"],
  "positions_angstrom": [[-3.3306, 5.4513, 1.0881], [-1.7506, 4.3841, 4.0426], [-0.9078, 3.6008, 4.9590], [-4.7533, -8.3563, 0.7236], [-2.3898, 3.5657, 2.7371], [6.9728, 1.2195, -3.9156], [-0.6488, 5.2856, 3.1982], [-1.8837, 3.2926, 0.4141], [-3.3799, -4.1192, 1.5208], [-2.9247, 5.0856, 4.5787], [-1.2421, -0.1495, 3.0654], [3.7058, 3.8555, -2.2294], [-1.3907, -0.3910, 0.0723], [4.4651, 2.9064, -4.9995], [-5.8129, -5.6055, 0.0418], [2.6050, 1.3014, 2.2049], [-5.1367, -6.5354, -0.8602], [6.5767, 1.9199, -2.7500], [2.0752, 4.5907, 1.6423], [-0.2496, -0.8639, 0.8754], [-0.5975, -1.2031, 2.3595], [2.7981, 3.5174, -3.2727], [-1.8822, 4.1356, 1.5289], [-5.6135, -8.4635, 1.8437], [4.3766, 5.0886, -2.4174], [-0.5396, 4.9146, 1.7995], [-1.4305, -2.5219, 2.5047], [-5.3377, -4.2238, -0.0229], [0.6733, 3.9197, 1.8027], [5.2748, 1.8605, -5.6251], [3.5303, 2.4515, 2.0988], [-1.7380, 1.9091, 0.8195], [3.0841, 3.5293, 1.0615], [3.3582, 2.4228, -4.1778], [-5.4068, -7.9913, -0.4870], [-1.2178, 1.0090, -0.3626], [-3.1643, -5.4691, 1.8953], [5.9083, 0.7761, -4.7429], [-3.8457, -3.9354, 0.1908], [4.6664, 1.3717, -6.3934], [3.6926, 5.8779, -2.7389], [-1.8196, -2.5476, 3.5503], [2.5599, 2.0569, -4.8300], [-5.8730, -7.4798, 2.2465], [0.6794, 3.3959, 2.7896], [0.5238, 3.1733, 0.9900], [-0.9478, 1.8573, 1.6020], [0.1063, -1.8201, 0.4126], [-6.4786, -8.2065, -0.4520], [1.9054, 3.1163, -2.7832], [-3.2035, -4.4688, -0.5188], [5.1949, 4.9949, -3.1372], [-5.0783, -9.0053, 2.6241], [3.9920, 4.0797, 0.7247], [-2.7556, -6.0655, 1.0769], [-2.4479, -5.4780, 2.7184], [-0.1297, 1.2626, -0.4740], [-1.7179, 1.2336, -1.3255], [-0.3284, 5.7436, 1.0988], [6.3583, 0.0438, -5.4186], [-5.4831, -6.3596, -1.8826], [2.4900, 4.3971, -3.8452], [7.3830, 1.8399, -2.0197], [1.6584, 1.5925, 2.4418], [0.6302, -0.1805, 0.8817], [4.8149, 5.3786, -1.4614], [3.7687, 2.8779, 3.1088], [-6.5260, -9.0142, 1.6031], [-5.8905, -3.6730, 0.7429], [4.5031, 2.0405, 1.7286], [2.4490, 5.0454, 2.5843], [2.0050, 5.3893, 0.8605], [-3.6971, -2.8707, -0.0189], [6.0869, 2.3732, -6.1477], [-0.7150, -3.3701, 2.3664], [-1.5009, -0.9418, -0.7720], [5.0694, 3.4861, -4.4357], [-5.7168, -5.9341, 0.9916], [5.1693, 0.2207, -4.1549], [6.4486, 2.9811, -2.9708], [-2.1950, -0.2600, 3.0446], [3.6696, 1.6007, -3.5250], [0.3749, -1.3757, 2.8826], [2.9131, 0.7761, 3.0237], [-4.0885, -5.9095, 2.2718], [-4.0504, -6.3996, -0.8396], [-2.7155, 1.5209, 1.1663], [-2.2575, -2.6029, 1.7579], [5.6692, 1.5043, -2.3059], [-4.9724, -8.6192, -1.2699], [-5.6377, -3.8046, -0.9891], [2.6145, 2.9907, 0.2130]]
}

(2)
{
  "formula": "C13H41NO10",
  "method": "ωB97M-V/def2-TZVPD",
  "charge": 0,
  "e_above_lowest_ev": 1.621,
  "orbital_gap_ev": 8.704,
  "e_tot_ha": -1326.930214,
  "elements": ["O", "O", "O", "O", "O", "O", "O", "O", "O", "O", "N", "C", "C", "C", "C", "C", "C", "C", "C", "C", "C", "C", "C", "C", "H", "H", "H", "H", "H", "H", "H", "H", "H", "H", "H", "H", "H", "H", "H", "H", "H", "H", "H", "H", "H", "H", "H", "H", "H", "H", "H", "H", "H", "H", "H", "H", "H", "H", "H", "H", "H", "H", "H", "H", "H"],
  "positions_angstrom": [[2.9115, 2.1266, -2.5592], [1.8139, 1.6917, 3.8385], [-0.2407, 4.7934, -2.0613], [0.3035, 5.2351, 0.5898], [-1.1094, -3.1169, -2.1197], [1.1317, 2.5672, -0.3593], [3.9677, 0.3708, 0.2930], [3.8976, -2.0219, -1.5455], [-0.6777, 1.7409, 2.7911], [1.1751, 3.1069, -4.3133], [-1.0832, -2.3849, -0.8963], [0.7464, 1.9662, 4.7175], [-1.5864, -3.2254, 0.2273], [-2.9396, -0.9398, -1.8734], [2.7978, -1.3014, -1.1196], [-1.6219, -0.3265, 0.2574], [-0.3382, 2.5737, 3.9033], [-1.5418, -1.0262, -1.1732], [-2.2673, -1.0364, 1.3842], [-0.4665, -0.3355, -2.0406], [-0.6797, -4.4638, 0.4992], [3.0462, -0.6994, 0.2909], [-1.6188, -2.4127, 1.5024], [-3.0978, -3.7313, 0.0835], [-3.1718, -4.5847, 0.7574], [-2.1344, -2.9651, 2.2880], [1.3477, 1.4094, 3.0483], [-2.9142, -1.3363, -2.8884], [-3.6176, -1.6184, -1.3558], [1.2653, 2.7413, -5.1934], [3.3911, 2.8958, -2.2516], [-2.0474, -0.4399, 2.2696], [-0.5861, -2.3030, 1.8334], [-0.7926, 0.6086, -2.4771], [-1.5702, 1.9765, 2.5274], [0.9242, 2.5905, 5.5931], [2.6852, -0.5123, -1.8631], [-2.1942, 0.5871, 0.0962], [0.3888, 0.0374, -1.4771], [4.7569, -0.0069, -0.1023], [0.2916, -4.0987, 0.8330], [4.6686, -1.5490, -1.2239], [0.4674, 0.9795, 5.0873], [-3.9532, -3.0955, 0.3118], [-3.3322, -3.9525, -0.9578], [-0.5297, 5.1174, 1.0460], [-0.1964, -0.9995, -2.8617], [0.3007, 4.0288, -2.2574], [1.8941, -1.9105, -1.1432], [1.3489, 1.9966, 0.3779], [1.6962, 2.5270, -3.7580], [3.5928, 1.4912, -2.7792], [3.4546, -1.5093, 0.8953], [2.0934, -0.4728, 0.7693], [0.5888, 4.3462, 0.3780], [-1.2584, 2.7995, 4.4421], [-0.4849, 4.6852, -1.1421], [-2.0504, -3.0570, -2.3001], [-3.0948, 0.1374, -1.9347], [-0.5748, -0.1146, 0.4737], [-1.1315, -5.1838, 1.1816], [-0.3590, -4.9898, -0.4000], [1.6347, 2.2134, -1.0928], [-3.3515, -1.1441, 1.4149], [0.0316, 3.5241, 3.5184]]
}

(3)
{
  "formula": "C12H40N6O8",
  "method": "ωB97M-V/def2-TZVPD",
  "charge": 0,
  "e_above_lowest_ev": 2.055,
  "orbital_gap_ev": 9.547,
  "e_tot_ha": -1411.631240,
  "elements": ["O", "O", "O", "O", "O", "O", "O", "O", "N", "N", "N", "N", "N", "N", "C", "C", "C", "C", "C", "C", "C", "C", "C", "C", "C", "C", "H", "H", "H", "H", "H", "H", "H", "H", "H", "H", "H", "H", "H", "H", "H", "H", "H", "H", "H", "H", "H", "H", "H", "H", "H", "H", "H", "H", "H", "H", "H", "H", "H", "H", "H", "H", "H", "H", "H", "H"],
  "positions_angstrom": [[3.9891, -1.7663, -3.9753], [2.2080, -5.4823, 5.1107], [2.2491, 1.3537, 4.4743], [1.8062, -4.6816, -1.8390], [-4.5134, 2.4153, 3.7940], [-1.0281, -0.7596, 2.0981], [-0.0283, 6.1590, 0.8649], [-2.4715, 0.2964, -4.1399], [-4.0275, 0.7341, 5.1799], [-5.6235, 2.0658, 5.6801], [-0.8377, -1.5385, -0.0063], [3.0422, -3.7600, 3.9048], [-1.7517, 0.4646, 0.3392], [2.1347, -5.4593, 2.9027], [2.3547, -4.9085, 4.0470], [-2.3196, 1.1815, -5.1571], [-1.0225, 5.8309, 0.0283], [2.9925, 2.3584, 3.8242], [-2.3589, 2.5959, -4.6906], [0.0293, -5.6683, -3.3539], [-4.6649, 1.8197, 4.8294], [1.2904, -5.8503, -2.4323], [4.3175, -0.5057, -1.9697], [-1.2311, -0.6587, 0.8962], [3.6784, -0.5317, -3.3076], [-1.1693, 7.0419, -0.8775], [3.8806, -1.2397, -1.2926], [-1.3669, 1.0114, -5.6586], [-1.0477, -1.4007, -0.9845], [4.1241, 0.5075, -1.6171], [-0.4055, -2.4262, 0.2066], [1.0346, -6.4946, -1.5912], [-1.9822, 6.8310, -1.5724], [2.7847, -3.1709, 3.1259], [3.9056, -1.5943, -4.9161], [-1.5649, 7.9152, -0.3589], [-2.0337, 1.2241, 0.9422], [3.9492, 0.2729, -3.9912], [-1.6969, 0.6700, -0.6482], [2.6330, -5.0689, 2.1157], [-0.2975, 7.3471, -1.4562], [2.3016, -4.2317, -2.5274], [1.7992, -6.4116, 2.9315], [-1.9168, 5.7114, 0.6398], [-6.1451, 1.3292, 6.1333], [-2.6108, 3.3048, -5.4793], [-0.5294, 6.4691, 1.6227], [1.4040, 1.1408, 4.0716], [-0.7295, -5.3018, -2.6625], [-3.3804, -0.0044, -4.2112], [-0.6842, 4.9176, -0.4614], [-3.0998, 2.6676, -3.8944], [2.1054, -6.3065, -2.9943], [2.6102, -0.4136, -3.1255], [-3.0115, 1.0850, -5.9938], [3.2897, -3.3112, 4.7751], [-0.3600, -6.5690, -3.8285], [0.1276, -4.8845, -4.1050], [3.9026, 2.6504, 4.3481], [5.3651, -0.7908, -2.0658], [3.2263, 2.0871, 2.7947], [2.3469, 3.2268, 3.6933], [-3.3631, 0.3586, 4.5185], [-1.3515, 2.8852, -4.3913], [-6.1643, 2.9120, 5.5723], [-4.0929, 0.3491, 6.1114]]
}

(4)
{
  "formula": "C4H6NO3S",
  "method": "ωB97M-V/def2-TZVPD",
  "charge": -1,
  "e_above_lowest_ev": 3.714,
  "orbital_gap_ev": 7.312,
  "e_tot_ha": -834.633031,
  "elements": ["S", "O", "O", "O", "N", "C", "C", "C", "C", "H", "H", "H", "H", "H", "H"],
  "positions_angstrom": [[-2.3635, -0.0117, -0.3787], [0.8021, 0.4957, -1.1027], [-2.6512, -1.5100, -0.3020], [-3.4767, 0.9179, -0.0484], [-0.9392, 0.2526, 1.0923], [-0.6095, 1.4972, 0.5457], [-0.0259, -0.7992, 0.8101], [0.0875, 1.5802, -0.5819], [0.5624, -0.8371, -0.6746], [-1.1203, 2.4694, 0.8866], [0.6865, -0.6660, 1.6311], [1.3645, -1.5359, -0.5612], [-0.4827, -1.6987, 0.8677], [-0.2420, -1.2057, -1.4458], [0.3226, 2.3583, -1.1693]]
}